Entry 1:
This record from OMol25 describes a molecular structure, C20H22CrN5S5Si. The level of theory is ωB97M-V with the def2-TZVPD basis set.

Properties
- highest occupied orbital energy (alpha / beta) (eV) = -1.43 / -4.24
- DFT total energy (hartree) = -4374.2367
- M (g/mol) = 572.85
- frontier orbital gap (alpha / beta) (eV) = 3.540 / 6.347
- energy relative to the best compared isomer or geometry (same formula, charge and spin) (kcal/mol) = 9.4
- lowest unoccupied orbital energy (alpha / beta) (Ha) = 0.078 / 0.078

The geometry in ORCA input format:
```
! wB97M-V def2-TZVPD RIJCOSX def2/J DEFGRID3
* xyz -1 5
Cr 0.021 -0.325 -0.199
N 1.686 2.767 0.571
C 0.452 2.818 0.043
N -0.277 1.784 -0.298
C -1.524 2.174 -0.759
C -1.753 3.501 -0.773
S -0.362 4.338 -0.185
C -2.404 1.100 -1.216
C -3.698 1.186 -1.575
S -4.280 -0.373 -2.036
C -2.709 -1.046 -1.711
N -1.838 -0.163 -1.292
N -2.435 -2.347 -1.924
H 2.189 1.886 0.511
H 2.248 3.600 0.532
H -2.628 4.031 -1.105
H -4.343 2.047 -1.570
H -3.218 -2.979 -1.922
H -1.587 -2.677 -1.424
S 0.139 -2.687 -0.120
C -0.764 -3.102 1.342
C -0.861 -4.446 1.706
C -1.549 -4.844 2.840
C -2.153 -3.883 3.643
C -2.059 -2.546 3.297
C -1.372 -2.130 2.152
S -1.302 -0.409 1.785
H -0.374 -5.183 1.078
H -1.605 -5.894 3.101
H -2.690 -4.174 4.538
H -2.520 -1.788 3.919
C 4.948 -0.100 -3.182
Si 5.332 0.392 -1.416
C 5.730 2.240 -1.425
C 6.929 -0.484 -0.930
C 4.053 0.069 -0.125
C 4.498 0.113 1.264
C 3.554 -0.017 2.291
C 2.223 -0.151 2.009
N 1.789 -0.156 0.687
C 2.700 -0.098 -0.325
S 1.821 -0.178 -1.864
H 5.792 0.179 -3.821
H 4.049 0.397 -3.546
H 4.785 -1.175 -3.272
H 6.650 2.457 -1.977
H 5.852 2.602 -0.401
H 4.919 2.806 -1.890
H 7.688 -0.354 -1.707
H 6.764 -1.554 -0.789
H 7.335 -0.084 0.002
H 5.551 0.197 1.499
H 3.867 -0.011 3.330
H 1.453 -0.232 2.762
*
```

=====

Entry 2:
This record from OMol25 describes a molecular structure, C20H22F5N3O6PtS2SbSe4. The level of theory is ωB97M-V with the def2-TZVPD basis set.

Properties
- highest occupied orbital energy (alpha / beta) (eV) = -5.59 / -5.59
- DFT total energy (hartree) = -12652.0729
- M (g/mol) = 1192.21
- frontier orbital gap (alpha / beta) (eV) = 6.679 / 4.711
- energy relative to the best compared isomer or geometry (same formula, charge and spin) (kcal/mol) = 19.7
- lowest unoccupied orbital energy (alpha / beta) (Ha) = 0.040 / -0.032

The geometry in ORCA input format:
```
! wB97M-V def2-TZVPD RIJCOSX def2/J DEFGRID3
* xyz -1 5
Pt -1.541 1.033 -0.270
C 2.017 2.775 -3.801
N 1.730 3.558 -2.600
C 2.290 4.894 -2.432
C 0.801 3.063 -1.768
O 0.224 2.016 -2.040
C 0.486 3.906 -0.523
O -0.272 3.261 0.485
C 0.366 2.862 1.692
C 0.922 1.445 1.630
O 0.698 0.779 0.625
N 1.624 0.997 2.679
C 1.808 1.762 3.904
C 2.169 -0.356 2.689
H 2.740 3.318 -4.405
H 2.432 1.803 -3.531
H 1.105 2.610 -4.375
H 2.758 5.189 -3.366
H 1.510 5.623 -2.213
H 3.048 4.931 -1.646
H 1.409 4.313 -0.100
H -0.122 4.741 -0.879
H 1.147 3.568 1.985
H -0.412 2.867 2.454
H 1.048 2.528 4.015
H 1.713 1.083 4.749
H 2.797 2.227 3.943
H 2.014 -0.820 1.726
H 3.236 -0.319 2.913
H 1.666 -0.955 3.452
F -2.492 -5.486 2.899
C -2.356 -4.210 2.604
C -1.487 -3.416 3.327
F -0.738 -3.953 4.294
C -1.422 -2.061 3.076
F -0.570 -1.335 3.828
C -2.199 -1.433 2.111
S -2.201 0.329 2.006
C -3.037 -2.266 1.378
F -3.864 -1.755 0.462
C -3.127 -3.626 1.616
F -4.012 -4.362 0.945
Se -5.164 3.111 -4.176
Sb -2.831 2.879 -3.300
Se -3.432 2.243 -0.848
Se -1.876 1.088 -4.611
Se -1.739 5.035 -3.247
N -0.763 -0.386 -1.752
C -0.412 -1.728 -1.392
C -1.263 -2.790 -1.668
C -0.883 -4.074 -1.313
C 0.339 -4.300 -0.678
C 1.179 -3.227 -0.401
C 0.804 -1.943 -0.759
S 0.838 -5.972 -0.245
O 0.540 -6.750 -1.435
O 2.256 -5.854 0.063
O 0.002 -6.293 0.902
H 0.054 0.185 -1.954
H -1.395 -0.302 -2.549
H -2.212 -2.604 -2.160
H -1.527 -4.919 -1.522
H 2.127 -3.429 0.082
H 1.449 -1.095 -0.573
*
```

=====

Entry 3:
This record from OMol25 describes C20H22FN5O2 in the gas phase in a non-equilibrium geometry. The level of theory is ωB97M-V with the def2-TZVPD basis set.

Properties
- highest occupied orbital energy (eV) = -7.90
- DFT total energy (hartree) = -1299.4489
- M (g/mol) = 383.43
- frontier orbital gap (eV) = 8.579
- energy relative to the best compared isomer or geometry (same formula, charge and spin) (kcal/mol) = 0.0
- lowest unoccupied orbital energy (Ha) = 0.025

The geometry in ORCA input format:
```
! wB97M-V def2-TZVPD RIJCOSX def2/J DEFGRID3
* xyz 0 1
C 5.008 -1.841 -0.427
H 4.909 -2.786 0.113
H 5.640 -1.164 0.145
H 5.469 -2.028 -1.400
O 3.769 -1.176 -0.554
C 2.743 -1.761 -1.213
C 1.562 -1.020 -1.259
C 0.425 -1.495 -1.900
C 0.445 -2.745 -2.520
C 1.603 -3.490 -2.487
C 2.731 -3.008 -1.844
F 3.828 -3.811 -1.857
H 1.659 -4.461 -2.954
H -0.436 -3.117 -3.016
C -0.774 -0.688 -1.883
N -0.877 0.503 -1.370
C -2.189 0.864 -1.504
C -2.849 -0.164 -2.125
O -1.944 -1.147 -2.375
C -4.256 -0.358 -2.551
H -4.909 0.304 -1.988
H -4.370 -0.138 -3.613
H -4.554 -1.391 -2.385
C -2.721 2.146 -0.932
N -2.241 2.445 0.408
C -2.462 1.323 1.310
C -1.962 1.655 2.716
N -0.563 2.008 2.640
C 0.360 1.016 2.594
N 1.583 1.326 2.141
C 2.481 0.363 2.133
C 2.205 -0.925 2.571
C 0.916 -1.135 3.039
N -0.002 -0.190 3.055
H 0.595 -2.101 3.413
H 2.943 -1.709 2.549
H 3.455 0.637 1.748
C -0.368 3.182 1.819
H 0.691 3.435 1.809
C -0.848 2.885 0.399
H -0.792 3.792 -0.209
H -0.190 2.123 -0.037
H -0.946 3.999 2.258
H -2.076 0.791 3.369
H -2.507 2.510 3.123
H -3.535 1.113 1.329
H -1.932 0.415 0.978
H -2.445 2.983 -1.580
H -3.814 2.085 -0.898
H 1.544 -0.057 -0.776
*
```

=====

Entry 4:
This record from OMol25 describes a molecular structure, C20H22MnN5O2S. The level of theory is ωB97M-V with the def2-TZVPD basis set.

Properties
- highest occupied orbital energy (alpha / beta) (eV) = -11.28 / -11.64
- DFT total energy (hartree) = -2748.7990
- M (g/mol) = 451.43
- frontier orbital gap (alpha / beta) (eV) = 8.253 / 8.475
- energy relative to the best compared isomer or geometry (same formula, charge and spin) (kcal/mol) = 1.9
- lowest unoccupied orbital energy (alpha / beta) (Ha) = -0.111 / -0.116

The geometry in ORCA input format:
```
! wB97M-V def2-TZVPD RIJCOSX def2/J DEFGRID3
* xyz 1 6
Mn 0.113 -0.118 -0.383
C -2.594 -1.539 -1.992
C -2.627 -1.944 -0.553
C -3.696 -2.677 -0.047
C -3.699 -3.042 1.280
C -2.632 -2.671 2.080
C -1.601 -1.937 1.519
N -1.601 -1.576 0.228
C -0.422 -1.521 2.323
C -0.299 -1.804 3.676
C 0.829 -1.372 4.345
C 1.804 -0.673 3.661
C 1.623 -0.426 2.307
N 0.530 -0.852 1.670
C 2.608 0.332 1.488
C 3.814 0.754 2.021
C 4.686 1.466 1.215
C 4.328 1.726 -0.088
C 3.107 1.262 -0.570
C 2.698 1.523 -1.984
N 2.263 0.576 0.214
H -3.454 -1.934 -2.528
H -1.684 -1.913 -2.459
H -2.593 -0.452 -2.087
H -4.507 -2.955 -0.706
H -4.518 -3.614 1.693
H -2.615 -2.958 3.119
H -1.064 -2.345 4.210
H 0.946 -1.576 5.400
H 2.681 -0.324 4.184
H 4.082 0.535 3.042
H 5.634 1.809 1.606
H 4.982 2.278 -0.748
H 3.461 2.092 -2.510
H 1.759 2.075 -2.018
H 2.547 0.576 -2.501
N -2.475 3.954 0.440
C -1.829 2.957 -0.174
N -1.940 2.847 -1.488
S -0.900 1.890 0.786
H -3.013 4.638 -0.066
H -2.393 4.044 1.437
H -2.485 3.509 -2.016
H -1.431 2.122 -1.991
C 0.299 -0.522 -4.509
C 0.103 -0.203 -3.053
O -0.541 0.809 -2.695
O 0.611 -0.988 -2.191
H -0.291 0.137 -5.139
H 0.041 -1.564 -4.695
H 1.357 -0.408 -4.754
*
```